(1)
Below is 2 unconnected molecules or ions with the total composition H4O2 at a distorted geometry, with properties calculated with ωB97M-V/def2-TZVPD.

XYZ file:
```
6
Properties=species:S:1:pos:R:3:forces:R:3
O 1.51534 0.00118 -0.07923 0.20 -0.40 0.34
H 1.98722 0.80977 0.18834 -0.11 -0.79 0.03
H 1.91173 -0.77968 0.36812 -0.17 1.13 -0.35
O -1.71214 -0.07873 -0.00739 2.16 2.26 0.46
H -1.58004 0.92378 0.14009 -0.68 -2.32 -0.37
H -0.74452 -0.33350 -0.00357 -1.40 0.11 -0.12
```
Forces are in eV/Å.

Computed properties:
Kohn-Sham gap   11.571 eV
SMILES   O.O
HOMO energy   -10.980 eV
Multiplicity   1
Net charge   0

(2)
Below is 2 unconnected molecules or ions with the total composition H4O2 at a distorted geometry, with properties calculated with ωB97M-V/def2-TZVPD.

XYZ file:
```
6
Properties=species:S:1:pos:R:3:forces:R:3
O 0.15587 0.46114 1.16163 1.03 -0.33 1.07
H 0.70942 -0.04057 1.80428 -0.80 0.64 -0.61
H -0.72042 0.54705 1.54769 0.01 -0.12 0.01
O -0.21963 -0.37147 -1.32604 1.14 -0.75 0.10
H 0.17651 -1.26680 -1.40288 -0.52 0.83 -0.09
H 0.34461 0.04300 -0.63382 -0.86 -0.26 -0.48
```
Forces are in eV/Å.

Computed properties:
Kohn-Sham gap   11.343 eV
SMILES   O.O
HOMO energy   -10.646 eV
Multiplicity   1
Net charge   0

(3)
Below is 2 unconnected molecules or ions with the total composition H4O2 at a distorted geometry, with properties calculated with ωB97M-V/def2-TZVPD.

XYZ file:
```
6
Properties=species:S:1:pos:R:3:forces:R:3
O 1.16248 -0.76649 0.91834 1.07 -1.34 1.23
H 0.75236 -1.03623 0.11053 -0.43 -0.19 -0.97
H 1.59864 -1.61253 1.22418 -0.67 1.53 -0.35
O -1.14900 0.94813 -0.96191 0.11 0.55 -1.05
H -0.58597 0.81375 -0.22352 1.07 0.10 1.12
H -1.87291 0.38186 -0.76263 -1.15 -0.64 0.03
```
Forces are in eV/Å.

Computed properties:
Kohn-Sham gap   12.400 eV
SMILES   O.O
HOMO energy   -11.695 eV
Multiplicity   1
Net charge   0

ΔE to the lowest compared entry with this formula, charge and spin for the records above, in order: 5.2; 4.5; 5.1 kcal per mole